A structure of composition C6H12I2NO at a distorted geometry. Source: the Open Molecules 2025 dataset; level of theory: ωB97M-V with the def2-TZVPD basis set.

Computed properties:
⟨S²⟩: 2.015
Strongest force on any atom, Eh/bohr: 0.0856
Relative energy (zero: lowest compared OMol25 entry of this formula, charge and spin), kcal/mol: 0.0
Multiplicity: 3
Net charge: +1
E_tot, eV: -26144.330

Each line ends with the Mulliken spin population.
Atoms and positions in Å:
C  -0.59  -1.89  0.41  -0.002
C  -1.16  -2.74  1.48  0.009
C  -1.08  1.31  -1.00  -0.014
C  1.04  2.38  -0.13  0.002
C  0.35  -0.81  0.92  0.253
C  0.43  1.32  -1.02  0.295
N  0.97  0.00  -0.70  -0.020
O  -0.80  -1.99  -0.77  0.002
I  2.06  -1.44  1.98  0.022
I  1.12  1.66  -3.12  1.435
H  -2.17  -3.04  1.21  0.001
H  -1.16  -2.26  2.46  -0.001
H  -0.56  -3.65  1.55  0.000
H  -1.48  0.49  -1.60  0.001
H  -1.48  2.24  -1.38  -0.001
H  -1.46  1.19  0.02  0.012
H  2.12  2.41  -0.22  -0.005
H  0.78  2.21  0.92  0.009
H  0.65  3.36  -0.40  0.004
H  -0.14  0.02  1.41  -0.004
H  1.99  -0.03  -0.67  -0.001
H  0.58  -0.73  -1.33  0.002

The ion C6H12IN2 with charge +1 at a distorted geometry. Source: the Open Molecules 2025 dataset; level of theory: ωB97M-V with the def2-TZVPD basis set.

Computed properties:
Strongest force on any atom, Eh/bohr: 0.0967
Relative energy (zero: lowest compared OMol25 entry of this formula, charge and spin), kcal/mol: 37.8
Net charge: +1
E_tot, eV: -17488.253
SMILES string: CN1C=C[N@@+](C)(CI)C1

Each line ends with the Mulliken charge.
Atoms and positions in Å:
C  0.40  1.33  -0.95  -0.373
C  -0.74  0.68  -0.96  -0.521
C  0.58  -0.22  0.69  -0.540
C  2.33  1.46  0.54  -1.074
C  -1.97  -0.51  0.78  -0.880
C  -0.82  -1.73  -1.05  -1.108
N  1.39  0.70  -0.19  0.026
N  -0.69  -0.55  -0.12  0.222
I  -0.52  -3.55  -0.03  0.247
H  0.49  2.19  -1.50  0.506
H  -1.56  0.93  -1.69  0.431
H  1.03  -1.21  0.87  0.224
H  0.30  0.25  1.69  0.438
H  2.05  2.05  1.52  0.313
H  3.25  0.76  0.76  0.331
H  2.81  2.14  -0.04  0.464
H  -1.54  -0.72  1.78  0.400
H  -2.43  0.43  0.79  0.346
H  -2.55  -1.27  0.42  0.411
H  -1.75  -1.67  -1.51  0.601
H  -0.06  -1.48  -1.79  0.535

A structure of composition C6H12MnN5O2SSe2Te2 at a distorted geometry. Source: the Open Molecules 2025 dataset; level of theory: ωB97M-V with the def2-TZVPD basis set.

Computed properties:
⟨S²⟩: 6.290
Strongest force on any atom, Eh/bohr: 0.0331
Relative energy (zero: lowest compared OMol25 entry of this formula, charge and spin), kcal/mol: 0.0
Multiplicity: 5
E_tot, eV: -205399.007

Each line ends with the Mulliken spin population.
Atoms and positions in Å:
Mn  0.04  -0.75  0.13  4.258
N  0.48  -0.23  2.34  0.040
C  -0.39  -1.03  3.23  -0.028
C  -1.85  -0.62  3.09  0.018
C  -2.32  -0.51  1.65  -0.009
O  -3.23  0.24  1.34  0.006
O  -1.66  -1.23  0.77  0.046
H  1.45  -0.48  2.50  0.002
H  0.40  0.76  2.54  -0.002
H  -0.10  -0.92  4.27  0.003
H  -0.27  -2.07  2.96  0.003
H  -2.05  0.34  3.56  0.002
H  -2.48  -1.36  3.58  0.001
Se  1.62  -0.05  -1.35  -0.182
Te  3.83  -1.11  -0.86  0.017
Te  2.78  -3.62  -1.02  0.034
Se  0.71  -3.02  0.29  -0.211
C  -3.97  2.51  -1.04  0.000
C  -2.78  3.10  -0.37  0.003
N  -2.71  4.26  0.18  0.000
N  -1.45  4.30  0.71  0.000
C  -0.72  3.18  0.55  -0.005
S  0.80  2.87  1.14  0.001
N  -1.59  2.41  -0.18  0.007
N  -1.36  1.11  -0.67  -0.004
H  -4.76  3.25  -1.07  0.000
H  -4.31  1.63  -0.48  0.000
H  -3.74  2.20  -2.06  0.000
H  -1.14  5.10  1.22  0.000
H  -2.22  0.60  -0.46  0.002
H  -1.23  1.17  -1.67  0.001

The ion C6H12N with charge +1 at a distorted geometry. Source: the Open Molecules 2025 dataset; level of theory: ωB97M-V with the def2-TZVPD basis set.

Computed properties:
Strongest force on any atom, Eh/bohr: 0.0819
Relative energy (zero: lowest compared OMol25 entry of this formula, charge and spin), kcal/mol: 89.2
Net charge: +1
E_tot, eV: -7896.194

Each line ends with the Mulliken charge.
Atoms and positions in Å:
C  -0.40  0.10  0.11  1.516
C  0.00  0.81  1.19  -0.460
C  -1.88  0.08  0.02  -1.502
C  0.23  0.71  2.56  -0.983
C  1.75  0.16  -0.75  -1.218
C  0.07  -1.01  -2.03  -1.128
N  0.40  -0.26  -0.86  0.070
H  -2.27  1.06  0.11  0.419
H  -2.37  -0.44  0.83  0.357
H  -2.14  -0.22  -0.98  0.416
H  0.45  1.47  3.19  0.400
H  0.72  -0.25  2.84  0.327
H  -0.79  0.49  3.07  0.325
H  2.31  0.03  -1.67  0.416
H  1.72  1.22  -0.64  0.496
H  2.32  -0.22  0.10  0.329
H  -0.82  -1.61  -1.82  0.419
H  -0.15  -0.42  -2.91  0.382
H  0.84  -1.71  -2.36  0.419

A cluster of 2 separate species, C6H12N in total at a distorted geometry. Source: the Open Molecules 2025 dataset; level of theory: ωB97M-V with the def2-TZVPD basis set.

Computed properties:
Strongest force on any atom, Eh/bohr: 0.1045
Relative energy (zero: lowest compared OMol25 entry of this formula, charge and spin), kcal/mol: 100.9
Net charge: +1
E_tot, eV: -7895.688

Each line ends with the Mulliken charge.
Atoms and positions in Å:
C  -0.62  -2.02  0.97  0.208
C  -0.67  -2.97  1.86  -0.853
C  -0.48  -1.17  -0.17  0.578
C  0.64  2.71  -1.30  -1.053
C  -0.37  -1.03  -1.62  -0.733
C  0.32  0.67  1.42  -0.388
N  -0.18  -0.58  0.93  0.002
H  -0.45  -2.64  2.83  0.287
H  -1.13  -3.86  1.63  0.318
H  1.62  2.16  -1.18  0.311
H  -0.16  1.96  -1.25  0.083
H  0.62  3.20  -2.25  0.308
H  0.71  -1.13  -1.91  0.310
H  -0.66  0.00  -1.82  0.261
H  -1.14  -1.82  -2.03  0.319
H  -0.35  0.98  2.24  0.320
H  1.26  0.69  1.76  0.363
H  0.30  1.40  0.47  -0.030
H  0.73  3.45  -0.58  0.388

A cluster of 2 separate species, C6H12N in total at a distorted geometry. Source: the Open Molecules 2025 dataset; level of theory: ωB97M-V with the def2-TZVPD basis set.

Computed properties:
Strongest force on any atom, Eh/bohr: 0.1176
Relative energy (zero: lowest compared OMol25 entry of this formula, charge and spin), kcal/mol: 87.4
Net charge: +1
E_tot, eV: -7896.271

Each line ends with the Mulliken charge.
Atoms and positions in Å:
C  -0.26  -1.34  -2.01  -1.335
C  -0.53  2.78  0.96  -0.479
C  0.69  -1.47  -0.78  -0.047
C  -0.73  3.23  -0.15  -0.273
C  1.13  -0.84  1.73  -1.394
C  0.44  -0.83  0.36  0.207
N  -0.68  0.12  0.34  -0.146
H  -1.16  -1.98  -1.81  0.340
H  -0.55  -0.25  -2.22  0.329
H  -0.53  2.46  1.92  0.527
H  0.18  -1.52  -2.92  0.403
H  1.50  -2.13  -1.06  0.407
H  -0.98  3.38  -1.19  0.375
H  0.58  -1.15  2.52  0.443
H  1.84  -0.05  1.86  0.361
H  1.91  -1.66  1.61  0.360
H  -1.31  -0.01  -0.53  0.326
H  -0.23  1.06  0.23  0.169
H  -1.32  0.20  1.15  0.424

The ion C6H12N with charge +1 at a distorted geometry. Source: the Open Molecules 2025 dataset; level of theory: ωB97M-V with the def2-TZVPD basis set.

Computed properties:
Strongest force on any atom, Eh/bohr: 0.1034
Relative energy (zero: lowest compared OMol25 entry of this formula, charge and spin), kcal/mol: 73.4
Net charge: +1
E_tot, eV: -7896.880
SMILES string: CC[N+]1=CC1(C)C

Each line ends with the Mulliken charge.
Atoms and positions in Å:
C  0.29  1.84  -0.40  -0.333
C  -0.76  0.81  -0.32  0.837
C  -1.00  0.08  -1.56  -1.429
C  -1.91  0.78  0.70  -1.214
C  1.45  -1.61  0.66  -0.952
C  1.69  -0.04  0.54  -0.433
N  0.69  0.79  0.09  0.221
H  0.72  2.73  -0.67  0.496
H  -1.65  -0.92  -1.35  0.299
H  -0.18  -0.29  -2.18  0.406
H  -1.68  0.60  -2.25  0.394
H  -2.80  1.15  0.22  0.371
H  -1.63  1.37  1.62  0.361
H  -2.04  -0.30  0.90  0.348
H  0.80  -2.10  -0.12  0.296
H  2.45  -2.14  0.78  0.345
H  0.94  -1.70  1.69  0.290
H  2.54  0.13  -0.19  0.351
H  2.14  0.22  1.50  0.345

A cluster of 2 separate species, C6H12N in total at a distorted geometry. Source: the Open Molecules 2025 dataset; level of theory: ωB97M-V with the def2-TZVPD basis set.

Computed properties:
Strongest force on any atom, Eh/bohr: 0.0807
Relative energy (zero: lowest compared OMol25 entry of this formula, charge and spin), kcal/mol: 89.4
Net charge: +1
E_tot, eV: -7896.184

Each line ends with the Mulliken charge.
Atoms and positions in Å:
C  0.97  -2.53  -2.43  -0.618
C  -1.12  -2.59  -1.08  0.022
C  -0.88  0.03  0.24  -0.558
C  -0.02  1.04  2.40  -1.225
C  -0.11  2.38  0.36  -1.302
C  -0.43  1.03  0.94  0.655
N  -0.16  -2.53  -1.68  0.168
H  1.56  -3.52  -2.26  0.329
H  0.61  -2.61  -3.55  0.329
H  -2.09  -2.87  -0.69  0.440
H  -1.02  -0.96  0.64  0.191
H  -1.28  0.17  -0.87  0.210
H  1.61  -1.60  -2.17  0.312
H  1.03  0.84  2.36  0.327
H  -0.18  2.07  2.73  0.367
H  -0.68  0.37  2.96  0.373
H  -0.93  3.03  0.20  0.342
H  0.39  3.01  1.12  0.360
H  0.41  2.42  -0.69  0.278

A cluster of 2 separate species, C6H12N in total at a distorted geometry. Source: the Open Molecules 2025 dataset; level of theory: ωB97M-V with the def2-TZVPD basis set.

Computed properties:
Strongest force on any atom, Eh/bohr: 0.1205
Relative energy (zero: lowest compared OMol25 entry of this formula, charge and spin), kcal/mol: 116.1
Net charge: +1
E_tot, eV: -7895.026

Each line ends with the Mulliken charge.
Atoms and positions in Å:
C  -0.38  1.79  0.46  -0.579
C  0.52  0.63  0.44  0.721
C  -0.60  -0.30  0.01  0.601
C  2.02  0.33  0.61  -1.088
C  -1.95  -0.61  0.54  -1.438
C  0.42  -1.68  -1.11  -1.087
N  -0.33  0.91  -0.71  -0.142
H  -1.32  1.92  1.03  0.147
H  0.08  2.83  0.40  0.281
H  2.44  -0.55  0.22  0.384
H  2.05  0.19  1.71  0.331
H  2.52  1.27  0.15  0.290
H  -2.39  0.22  0.91  0.430
H  -1.82  -1.46  1.19  0.330
H  -2.54  -0.95  -0.17  0.437
H  0.92  -1.15  -1.96  0.366
H  -0.33  -2.39  -1.64  0.327
H  0.97  -2.23  -0.44  0.415
H  -0.28  1.24  -1.66  0.274

A cluster of 2 separate species, C6H12N in total at a distorted geometry. Source: the Open Molecules 2025 dataset; level of theory: ωB97M-V with the def2-TZVPD basis set.

Computed properties:
Strongest force on any atom, Eh/bohr: 0.0782
Relative energy (zero: lowest compared OMol25 entry of this formula, charge and spin), kcal/mol: 167.0
Net charge: +1
E_tot, eV: -7892.818

Each line ends with the Mulliken charge.
Atoms and positions in Å:
C  -3.16  0.15  -0.03  0.023
C  -1.96  0.21  -0.08  -0.630
C  0.69  1.70  0.71  -1.267
C  1.11  0.49  -1.47  -1.242
C  -0.20  -1.87  0.04  -0.637
C  0.56  0.44  -0.07  0.625
N  0.52  -0.83  0.72  -0.088
H  -4.17  -0.11  0.33  0.348
H  1.73  2.07  1.18  0.334
H  0.30  2.60  0.22  0.397
H  0.17  1.58  1.72  0.338
H  0.96  -0.52  -2.01  0.281
H  0.86  1.43  -1.88  0.406
H  2.14  0.62  -1.58  0.454
H  0.38  -2.07  -0.90  0.299
H  -0.30  -2.69  0.78  0.372
H  -1.22  -1.54  -0.20  0.210
H  0.14  -0.58  1.63  0.420
H  1.45  -1.09  0.87  0.356

A structure of composition C6H12N2 at a distorted geometry. Source: the Open Molecules 2025 dataset; level of theory: ωB97M-V with the def2-TZVPD basis set.

Computed properties:
Strongest force on any atom, Eh/bohr: 0.0588
Relative energy (zero: lowest compared OMol25 entry of this formula, charge and spin), kcal/mol: 85.2
E_tot, eV: -9393.154

Each line ends with the Mulliken charge.
Atoms and positions in Å:
C  0.76  -0.13  0.67  0.639
C  0.80  1.17  -0.79  -1.429
C  -0.25  -0.60  -0.30  0.768
N  1.90  -0.89  0.76  -0.406
N  0.35  0.47  1.85  -0.521
C  -1.67  -0.40  0.07  -0.692
C  0.02  -1.60  -1.22  -1.270
C  -2.44  0.66  -0.17  -0.592
H  1.89  -1.72  0.17  0.246
H  2.68  -0.55  1.31  0.180
H  -0.44  1.10  1.75  0.278
H  1.09  0.86  2.42  0.219
H  -2.07  -1.22  0.65  0.294
H  1.65  0.80  -1.36  0.395
H  0.02  1.44  -1.50  0.451
H  1.06  2.07  -0.23  0.338
H  1.01  -1.71  -1.65  0.320
H  -0.79  -1.93  -1.86  0.278
H  -2.10  1.51  -0.73  0.226
H  -3.48  0.67  0.15  0.278

An isolated molecule of C6H12N2 at a distorted geometry. Source: the Open Molecules 2025 dataset; level of theory: ωB97M-V with the def2-TZVPD basis set.

Computed properties:
Strongest force on any atom, Eh/bohr: 0.0496
Relative energy (zero: lowest compared OMol25 entry of this formula, charge and spin), kcal/mol: 77.4
E_tot, eV: -9393.491

Each line ends with the Mulliken charge.
Atoms and positions in Å:
C  -0.28  1.63  0.48  0.757
C  0.16  3.04  0.64  -1.294
C  -1.73  1.29  0.53  -1.059
C  0.66  -3.28  -1.36  -1.173
N  0.45  -0.35  1.07  -0.827
N  0.61  0.70  0.16  0.177
C  0.46  -1.58  0.47  -0.092
C  0.52  -1.89  -0.84  -0.129
H  1.58  0.97  -0.01  0.252
H  0.42  -2.37  1.21  0.283
H  0.49  -1.10  -1.58  0.321
H  -0.60  3.75  0.30  0.346
H  0.36  3.24  1.70  0.287
H  1.08  3.25  0.09  0.382
H  -2.13  1.45  1.54  0.256
H  -2.29  1.92  -0.16  0.362
H  -1.89  0.24  0.26  0.305
H  -0.15  -3.53  -2.05  0.275
H  0.66  -4.01  -0.55  0.305
H  1.60  -3.39  -1.92  0.265